# C3H7N

A single C3H7N molecule in a non-equilibrium geometry (the ωB97M-V functional and the def2-TZVPD basis, the Open Molecules 2025 dataset).

Geometry (Å):
C (-1.482, -0.102, -0.162)
C (-0.144, -0.093, 0.556)
C (1.106, -0.559, -0.204)
N (0.810, 0.829, -0.006)
H (-1.387, -0.075, -1.184)
H (-2.097, -0.957, 0.164)
H (-2.134, 0.769, -0.030)
H (-0.163, -0.134, 1.659)
H (0.867, -1.007, -1.142)
H (2.014, -0.986, 0.309)
H (0.345, 1.113, -0.873)

## Properties
SMILES = C[C@H]1CN1
Kohn-Sham gap = 10.579 eV
E_tot = -4713.040 eV
E_HOMO = -9.4 eV
Energy relative to the best compared isomer or geometry (same formula, charge and spin) = 25.8 kcal/mol
Strongest force on any atom = 3.0 eV/Å